(1)
77
Properties=species:S:1:pos:R:3:lowdin_charge:R:1 method="wB97M-V/def2-TZVPD" lumo_energy_ha=-0.012 homo_ha=-0.2659 largest_force_ev_per_a=5.13 energy_ha=-2525.299814 homo_lumo_gap_ev=6.9
F 1.8126 0.1412 5.9660 0.1105
C 0.7750 1.0266 5.8027 -0.5227
F 0.2862 1.3113 7.0456 0.1109
F 1.3141 2.1834 5.3081 0.1103
C -0.2780 0.4651 4.8909 -0.1446
C -1.3945 -0.1658 5.4280 -0.0102
C -2.3596 -0.6709 4.5723 -0.0756
C -2.2956 -0.4503 3.1771 -0.2295
C -3.4270 -0.8015 2.3371 -0.0437
C -3.5878 -0.2646 0.9993 -0.2326
C -4.4285 -0.9105 0.0551 -0.0259
C -4.8572 -0.2557 -1.0868 -0.0062
C -4.3990 1.0361 -1.3314 -0.1462
C -4.9035 1.8274 -2.4993 -0.5237
F -5.5932 2.9381 -2.0652 0.0995
F -3.8817 2.2821 -3.2914 0.1120
F -5.7527 1.1180 -3.2905 0.1142
C -3.4624 1.6441 -0.5039 -0.0102
C -3.0673 1.0050 0.6540 -0.0225
C -1.0593 0.0342 2.6693 -0.0260
C -0.0855 0.5387 3.5177 -0.0010
H -1.5183 -0.2490 6.5029 0.1239
H -3.2017 -1.2374 4.9843 0.0864
H -4.2683 -1.3484 2.7782 0.1156
H -4.7719 -1.9283 0.2449 0.1151
H -5.5324 -0.7376 -1.7915 0.1210
H -3.0517 2.6220 -0.7540 0.1311
H -2.3840 1.5182 1.3331 0.1105
H -0.8516 0.0238 1.5971 0.1277
H 0.8244 0.9871 3.1202 0.1281
C -4.2275 7.0447 0.7713 -0.0600
O -3.4957 6.2679 1.7537 -0.0960
C -3.9293 5.0108 2.0478 -0.2634
C -3.2704 4.3290 3.1045 0.0049
C -3.7249 3.0983 3.5181 -0.0458
C -4.7965 2.4524 2.8563 -0.2543
B -2.4301 -2.6436 1.5610 -0.3643
C -5.2292 1.1344 3.2631 -0.4529
C -6.2226 0.3826 2.6315 -0.1213
C -6.6439 -0.7423 3.3924 -0.1226
C -6.0785 -0.7713 4.6649 -0.5924
C -6.2939 -1.8147 5.6899 -0.1071
S -5.1181 0.6354 4.9529 1.1128
O -3.4088 -3.5630 1.3335 0.1263
C -2.7907 -4.8365 1.6840 -0.4567
C -3.8762 -5.7289 2.2250 -0.0042
C -2.2365 -5.4282 0.3929 -0.0119
C -1.6563 -4.3984 2.6909 -0.4424
C -2.1453 -4.2861 4.1396 0.0004
C -0.3660 -5.1736 2.6570 -0.0056
O -1.3272 -3.0602 2.2148 0.1478
C -5.4283 3.1350 1.7911 -0.0257
C -4.9958 4.3773 1.3691 -0.0174
H -3.7185 8.0099 0.7720 0.0901
H -4.1641 6.5760 -0.2228 0.0925
H -5.2826 7.1678 1.0613 0.0963
H -2.4309 4.8236 3.5927 0.1209
H -3.2412 2.6036 4.3605 0.1028
H -6.5950 0.6192 1.6417 0.1102
H -7.3280 -1.5127 3.0542 0.1113
H -7.1383 -2.4530 5.4084 0.0841
H -5.3930 -2.4406 5.7818 0.0716
H -6.5081 -1.3573 6.6637 0.0794
H -3.4478 -6.6878 2.5451 0.1030
H -4.4043 -5.2736 3.0703 0.0901
H -4.6041 -5.9347 1.4315 0.0990
H -1.8306 -6.4284 0.5867 0.0975
H -3.0489 -5.5355 -0.3371 0.1002
H -1.4563 -4.8031 -0.0641 0.1025
H -2.2317 -5.2806 4.6037 0.0992
H -1.4213 -3.7017 4.7245 0.1023
H -3.1215 -3.7858 4.2189 0.0871
H -0.5193 -6.1518 3.1290 0.0999
H -0.0053 -5.3216 1.6320 0.0871
H 0.4048 -4.6275 3.2161 0.1055
H -6.2709 2.6743 1.2734 0.1157
H -5.4840 4.8603 0.5165 0.1069

(2)
77
Properties=species:S:1:pos:R:3:lowdin_charge:R:1 method="wB97M-V/def2-TZVPD" spin_multiplicity=5 lumo_energy_ha="-0.109 / -0.237" homo_ha="-0.3501 / -0.3503" largest_force_ev_per_a=3.88 total_charge=+1 energy_ha=-4364.298066 homo_lumo_gap_ev="6.5 / 3.1" s_squared=6.041
Os -2.2606 1.2400 -0.3557 1.2961
C 2.6166 -5.0578 -4.3367 -0.0592
C 1.2809 -5.2097 -3.7457 -0.2552
C 0.5606 -6.3073 -4.1974 -0.0588
C -0.7739 -6.4883 -3.8364 -0.0621
C -1.3542 -5.6635 -2.7983 -0.0033
C -0.6080 -4.5612 -2.4067 -0.2356
N -1.2057 -3.7306 -1.4341 0.0918
C -0.8646 -3.4649 -0.0950 -0.1449
C 0.1498 -4.2116 0.5325 -0.0114
C 0.5525 -3.8519 1.8035 -0.0820
C 0.0078 -2.7838 2.5101 -0.1299
C -1.0959 -2.1259 2.0401 -0.0120
C -1.5481 -2.4695 0.7024 -0.0573
C -2.4729 -1.5971 -0.0111 -0.5663
O -2.9583 -1.8211 -1.1000 -0.0125
O -2.6014 -0.4263 0.6497 -0.2622
C 0.7158 -4.3248 -2.8183 -0.1449
C 1.4687 -2.9854 -2.6463 -0.0277
H 2.7587 -5.8055 -5.1004 0.0740
H 3.4374 -5.2075 -3.6460 0.0911
H 2.7863 -4.1123 -4.8130 0.0747
H 0.9027 -6.9108 -5.0673 0.1222
H -1.4104 -7.3021 -4.2189 0.1036
H -2.3696 -5.9698 -2.3913 0.1340
H -2.0251 -3.1491 -1.7174 0.1207
H 0.5335 -5.0768 0.0169 0.1167
H 1.2901 -4.4789 2.2583 0.1013
H 0.3446 -2.6704 3.5386 0.1011
H -1.7509 -1.4830 2.6210 0.1192
H 2.4772 -3.2184 -2.2190 0.0919
H 1.0262 -2.1785 -2.0669 0.0423
H 1.6540 -2.6143 -3.6729 0.0831
C 2.2245 3.3242 -1.4544 -0.0308
C 2.5366 2.2208 -0.4933 -0.1677
C 2.3954 0.8773 -0.8886 0.0458
C 2.1476 -0.1078 0.1062 0.0094
C 2.1241 0.2744 1.4427 0.0031
C 2.1931 1.5862 1.8598 -0.1858
N 1.6860 1.9458 3.0924 0.1658
C 0.6846 2.9070 3.4503 -0.1390
C 1.1151 3.7124 4.5611 -0.0063
C 0.1715 4.4708 5.2598 -0.0600
C -1.1104 4.6300 4.7561 -0.0422
C -1.5141 3.8989 3.6095 0.0033
C -0.6411 3.0368 2.9515 -0.0676
C -1.2570 2.2374 1.8998 -0.5382
O -0.6011 1.5914 1.0200 -0.1071
O -2.5479 2.1349 1.7642 -0.1159
C 2.6622 2.5299 0.9287 -0.1024
C 3.0577 3.9007 1.3053 -0.0133
H 3.1228 3.7705 -1.9379 0.1106
H 1.5853 4.0700 -1.0052 0.0860
H 1.6821 2.9261 -2.2797 0.0650
H 2.4060 0.6398 -1.9650 0.1231
H 1.9263 -1.1360 -0.1244 0.1036
H 1.8348 -0.4766 2.1780 0.1210
H 2.0178 1.4884 3.9491 0.1773
H 2.1478 3.5172 4.9461 0.1355
H 0.5032 5.0041 6.1988 0.1368
H -1.8601 5.2903 5.1553 0.1084
H -2.5732 3.9010 3.3022 0.1290
H 3.8349 3.9869 2.0802 0.1097
H 2.2497 4.4041 1.7824 0.0761
H 3.3939 4.5086 0.4647 0.0920
Se -2.6805 0.7444 -2.5336 0.7648
C -0.9335 0.6771 -2.9285 -0.7743
N 0.0919 0.4776 -3.4322 0.0740
C -4.6710 3.4780 -0.3413 0.0175
C -3.2302 3.9643 -0.2435 -0.4589
N -2.9264 5.1889 0.2246 0.2233
O -2.2313 3.2396 -0.6715 -0.2561
H -5.3069 4.2369 0.0775 0.0813
H -4.7035 2.6234 0.3510 0.0852
H -4.7607 3.2259 -1.4341 0.1169
H -3.5853 5.7348 0.7427 0.1248
H -1.9246 5.3618 0.2947 0.1381